[1]
C31H18MnN5O8 | the ωB97M-V functional and the def2-TZVPD basis

XYZ file:
```
63
C31H18MnN5O8 (the ωB97M-V functional and the def2-TZVPD basis)
Mn 0.07 -0.18 0.01
O 7.07 -0.52 -1.14
C 6.56 -0.54 -0.01
O 7.07 -0.53 1.12
C 5.01 -0.47 0.00
C 4.30 -0.42 -1.19
C 2.92 -0.37 -1.15
N 2.26 -0.37 0.00
C 2.93 -0.37 1.16
C 4.31 -0.43 1.19
C 2.09 -0.27 2.37
C 2.62 -0.35 3.65
C 1.79 -0.20 4.74
C 0.44 0.04 4.53
C -0.02 0.09 3.23
N 0.79 -0.06 2.18
C 2.08 -0.26 -2.36
C 2.60 -0.34 -3.65
C 1.76 -0.19 -4.73
C 0.41 0.03 -4.51
C -0.04 0.07 -3.20
N 0.77 -0.06 -2.16
H 4.88 -0.43 -2.10
H 4.90 -0.44 2.10
H 3.68 -0.54 3.79
H 2.19 -0.26 5.75
H -0.25 0.16 5.35
H -1.07 0.23 3.01
H 3.66 -0.51 -3.79
H 2.15 -0.24 -5.74
H -0.29 0.14 -5.32
H -1.09 0.21 -2.97
O -1.59 -2.15 2.27
C -1.62 -2.59 1.13
N -1.02 -2.03 0.02
C -1.33 -2.79 -1.09
O -0.99 -2.55 -2.24
C -2.16 -3.96 -0.66
C -2.71 -5.00 -1.37
C -3.46 -5.94 -0.66
C -3.64 -5.82 0.71
C -3.08 -4.76 1.42
C -2.34 -3.84 0.70
H -2.56 -5.09 -2.44
H -3.90 -6.78 -1.18
H -4.22 -6.57 1.24
H -3.22 -4.65 2.49
O 0.43 2.33 -0.02
C -0.81 2.33 -0.01
O -1.52 1.28 0.00
C -1.54 3.66 -0.02
C -0.81 4.84 -0.05
C -1.46 6.07 -0.06
C -2.84 6.12 -0.04
C -3.55 4.93 -0.02
C -2.93 3.70 -0.01
N -5.02 4.99 0.00
O -5.54 6.10 -0.07
O -5.63 3.93 -0.02
H 0.27 4.77 -0.06
H -0.88 6.98 -0.08
H -3.38 7.06 -0.05
H -3.49 2.78 0.02
```

Summary:
Expectation value of S² ... 8.753
ΔE to the lowest compared entry with this formula, charge and spin ... 0.0 kJ/mol
E ... -3219.06872 Ha
Highest occupied orbital energy (alpha / beta) ... -5.82 / -5.82 eV
Spin multiplicity ... 6
Total charge ... -1
Max |F| ... 1.10 eV/Å
Frontier orbital gap (alpha / beta) ... 7.1 / 7.1 eV

[2]
C2H2O3S | the ωB97M-V functional and the def2-TZVPD basis

XYZ file:
```
8
C2H2O3S (the ωB97M-V functional and the def2-TZVPD basis)
C 1.01 -0.44 0.63
C -0.79 -0.21 -0.15
O 2.03 -0.52 1.22
O 0.59 -0.77 -0.52
O -0.19 0.07 1.12
S -1.17 1.10 -1.26
H -1.38 -1.16 -0.16
H -0.11 1.94 -0.87
```

Summary:
ΔE to the lowest compared entry with this formula, charge and spin ... 138.0 kJ/mol
E ... -701.28785 Ha
Highest occupied orbital energy ... -10.64 eV
Max |F| ... 3.34 eV/Å
Frontier orbital gap ... 11.1 eV

[3]
C4H13N2O | the ωB97M-V functional and the def2-TZVPD basis

XYZ file:
```
20
C4H13N2O (the ωB97M-V functional and the def2-TZVPD basis)
C 1.98 -0.06 0.20
C 1.44 1.21 -0.45
C -0.05 1.02 -0.79
N -0.92 1.02 0.38
C -1.47 -0.06 0.86
N -2.03 -0.15 2.06
H 1.35 -0.34 1.06
H 1.80 -0.93 -0.43
H 3.04 -0.01 0.43
H 1.71 2.11 0.10
H 1.97 1.28 -1.42
H -0.38 1.82 -1.46
H -0.15 0.09 -1.36
H -1.11 1.93 0.78
H -1.10 -1.03 0.37
H -2.69 -0.91 2.18
H -2.34 0.66 2.58
H -1.18 -2.59 -1.70
H 0.42 -2.83 -1.82
O -0.29 -2.23 -1.57
```

Summary:
ΔE to the lowest compared entry with this formula, charge and spin ... 111.5 kJ/mol
E ... -344.72437 Ha
Highest occupied orbital energy ... -14.84 eV
Total charge ... +1
Max |F| ... 2.53 eV/Å
Frontier orbital gap ... 11.3 eV

[4]
C28H63Br3F3NO15P5 | the ωB97M-V functional and the def2-TZVPD basis

XYZ file:
```
118
C28H63Br3F3NO15P5 (the ωB97M-V functional and the def2-TZVPD basis)
C 4.38 1.58 3.28
C 3.45 0.26 3.47
C 1.96 0.66 3.84
P 0.64 0.52 2.46
C -0.79 0.17 3.71
C -2.03 1.17 3.60
C -3.33 0.48 3.02
F -3.28 -0.58 2.11
C -4.63 0.91 3.46
F -5.36 1.94 2.86
F -5.29 0.23 4.52
O 1.96 0.95 1.30
N 2.01 2.26 1.00
O 2.47 2.37 -0.11
C 0.98 -1.33 2.11
Br -0.54 -2.26 1.13
C 1.37 -2.31 3.28
C 2.48 -3.34 2.70
Br -0.08 -3.57 3.92
P -0.76 0.69 0.72
O 0.06 0.38 -0.77
Br -1.29 2.92 0.36
H 5.27 1.53 3.98
H 3.84 2.53 3.57
H 4.79 1.67 2.23
H 3.58 -0.50 2.66
H 3.90 -0.23 4.40
H 1.71 0.08 4.79
H 1.98 1.74 4.18
H 0.37 1.93 2.68
H -1.21 -0.87 3.63
H -0.45 0.28 4.78
H -2.37 1.46 4.64
H -1.81 2.15 3.09
H 1.81 -1.36 1.33
H 1.80 -1.92 4.23
H 3.51 -3.13 3.12
H 2.25 -4.40 3.02
H 2.49 -3.37 1.58
H 0.76 -0.29 -0.65
O -2.70 1.83 -4.61
P -2.62 3.09 -5.48
O -1.98 2.41 -6.85
C -2.84 1.63 -7.68
C -3.72 2.52 -8.54
O -1.22 3.70 -4.83
C -0.87 3.44 -3.47
C 0.16 2.33 -3.39
O -2.77 4.57 -6.32
C -3.57 5.59 -5.69
C -2.81 6.30 -4.58
H -3.44 0.96 -7.07
H -2.19 1.02 -8.31
H -4.44 3.07 -7.94
H -4.27 1.92 -9.27
H -3.11 3.25 -9.08
H -1.76 3.20 -2.87
H -0.45 4.36 -3.05
H -0.18 1.43 -3.90
H 0.39 2.08 -2.35
H 1.09 2.64 -3.88
H -4.50 5.15 -5.31
H -3.84 6.30 -6.47
H -2.71 5.66 -3.71
H -3.35 7.20 -4.27
H -1.81 6.57 -4.91
O -7.41 -4.67 -0.08
P -8.11 -3.33 0.18
O -8.98 -3.24 -1.22
C -10.13 -4.06 -1.36
C -11.32 -3.49 -0.60
O -6.85 -2.35 -0.26
C -5.50 -2.77 -0.09
C -4.92 -3.24 -1.41
O -8.90 -1.93 0.74
C -8.75 -1.61 2.13
C -7.41 -0.97 2.43
H -9.91 -5.08 -1.03
H -10.37 -4.11 -2.43
H -11.14 -3.52 0.48
H -12.23 -4.06 -0.82
H -11.48 -2.45 -0.87
H -5.42 -3.54 0.68
H -4.93 -1.91 0.27
H -5.53 -4.03 -1.85
H -3.91 -3.63 -1.27
H -4.89 -2.42 -2.12
H -8.88 -2.52 2.74
H -9.55 -0.92 2.39
H -6.60 -1.70 2.37
H -7.40 -0.54 3.43
H -7.19 -0.18 1.71
O 8.17 0.57 2.14
P 8.85 -0.35 1.14
O 7.68 -1.52 1.18
C 6.48 -1.29 0.46
C 6.68 -1.57 -1.02
O 9.88 -1.05 2.24
C 10.39 -0.29 3.33
C 9.61 -0.60 4.60
O 9.64 -1.36 0.00
C 10.74 -0.78 -0.72
C 12.01 -0.75 0.12
H 6.13 -0.26 0.62
H 5.72 -1.97 0.86
H 7.36 -0.84 -1.47
H 5.73 -1.53 -1.55
H 7.12 -2.56 -1.17
H 10.37 0.78 3.11
H 11.43 -0.57 3.47
H 8.54 -0.45 4.47
H 9.96 0.02 5.43
H 9.74 -1.65 4.87
H 10.47 0.22 -1.06
H 10.90 -1.40 -1.60
H 11.94 0.02 0.89
H 12.87 -0.51 -0.51
H 12.17 -1.70 0.61
```

Summary:
E ... -12016.09554 Ha
Highest occupied orbital energy ... -3.96 eV
Total charge ... -1
Max |F| ... 9.78 eV/Å
Frontier orbital gap ... 3.6 eV

[5]
C4H7NO | the ωB97M-V functional and the def2-TZVPD basis

XYZ file:
```
13
C4H7NO (the ωB97M-V functional and the def2-TZVPD basis)
C 0.08 -0.33 -1.67
C -0.28 0.43 0.70
C 0.68 0.48 1.59
C -0.37 -0.73 -0.26
O -1.22 1.44 0.61
N 1.68 0.52 2.29
H -1.64 1.38 -0.26
H 1.64 0.13 3.23
H 0.25 -1.54 0.10
H -1.41 -1.08 -0.29
H -0.01 -1.18 -2.34
H 1.12 -0.01 -1.65
H -0.52 0.49 -2.06
```

Summary:
ΔE to the lowest compared entry with this formula, charge and spin ... 227.2 kJ/mol
E ... -286.54511 Ha
SMILES ... CCC(O)=C=N
Highest occupied orbital energy ... -7.97 eV
Max |F| ... 0.81 eV/Å
Frontier orbital gap ... 8.8 eV

[6]
C37H55GeMgN4OSeSi | the ωB97M-V functional and the def2-TZVPD basis

XYZ file:
```
101
C37H55GeMgN4OSeSi (the ωB97M-V functional and the def2-TZVPD basis)
Mg -0.41 -1.14 0.26
C 8.30 9.56 -0.07
O 7.11 9.36 -0.83
C 6.41 8.23 -0.64
C 5.26 8.08 -1.41
C 4.48 6.96 -1.29
C 4.82 5.95 -0.39
C 5.97 6.10 0.37
C 6.77 7.23 0.26
C 3.96 4.77 -0.29
N 2.87 4.57 -1.00
C 2.39 3.36 -0.59
C 3.20 2.81 0.38
N 4.20 3.72 0.56
C 2.94 1.54 0.99
C 3.77 0.92 1.93
C 3.43 -0.32 2.42
C 2.25 -0.91 1.97
N 1.44 -0.33 1.09
C 1.78 0.87 0.58
C 0.94 1.41 -0.47
N -0.11 0.66 -0.87
C -0.88 1.11 -1.85
C -0.65 2.33 -2.49
C 0.41 3.10 -2.09
C 1.24 2.65 -1.06
H 8.70 10.52 -0.38
H 9.03 8.77 -0.28
H 8.08 9.58 1.00
H 5.00 8.87 -2.10
H 3.58 6.85 -1.89
H 6.28 5.34 1.08
H 7.65 7.31 0.87
H 4.98 3.66 1.20
H 4.68 1.40 2.27
H 4.05 -0.84 3.13
H 1.94 -1.88 2.33
H -1.70 0.48 -2.14
H -1.30 2.65 -3.29
H 0.63 4.06 -2.55
C -6.00 1.75 2.44
Ge -5.88 0.88 0.70
C -5.34 2.15 -0.68
C -7.56 -0.01 0.23
C -4.48 -0.52 0.77
Se -2.73 0.22 1.19
C -2.77 -0.06 3.11
H -6.78 2.51 2.42
H -5.06 2.25 2.69
H -6.25 1.04 3.23
H -6.01 3.01 -0.68
H -5.36 1.70 -1.67
H -4.33 2.52 -0.48
H -8.38 0.71 0.24
H -7.79 -0.80 0.94
H -7.50 -0.45 -0.77
H -4.40 -1.02 -0.19
H -4.69 -1.29 1.52
H -3.66 0.43 3.52
H -1.88 0.39 3.54
H -2.80 -1.13 3.32
C -3.23 -4.14 1.02
C -1.75 -4.55 1.11
C -1.29 -4.10 2.50
C -1.66 -6.08 1.05
Si -0.75 -3.64 -0.29
C 1.01 -4.44 -0.52
C 0.99 -5.79 -1.25
C 1.93 -3.49 -1.32
C 1.63 -4.65 0.87
C -1.74 -3.66 -1.97
C -2.32 -5.02 -2.37
C -0.80 -3.20 -3.10
C -2.88 -2.63 -1.93
H -3.78 -4.56 1.87
H -3.71 -4.51 0.11
H -3.34 -3.05 1.05
H -1.94 -4.54 3.27
H -1.35 -3.01 2.61
H -0.27 -4.41 2.73
H -2.33 -6.52 1.80
H -0.66 -6.44 1.25
H -1.97 -6.47 0.07
H 0.66 -5.69 -2.29
H 0.34 -6.52 -0.76
H 2.00 -6.22 -1.28
H 1.88 -3.67 -2.39
H 2.98 -3.64 -1.02
H 1.70 -2.43 -1.16
H 1.35 -5.61 1.30
H 1.33 -3.88 1.58
H 2.73 -4.63 0.81
H -1.54 -5.78 -2.44
H -2.80 -4.95 -3.35
H -3.07 -5.37 -1.66
H -0.03 -3.94 -3.33
H -0.30 -2.26 -2.86
H -1.38 -3.04 -4.02
H -3.64 -2.87 -1.19
H -3.37 -2.58 -2.91
H -2.50 -1.62 -1.71
```

Summary:
ΔE to the lowest compared entry with this formula, charge and spin ... 0.0 kJ/mol
E ... -6705.01244 Ha
Highest occupied orbital energy ... -9.62 eV
Total charge ... +1
Max |F| ... 0.35 eV/Å
Frontier orbital gap ... 6.3 eV

[7]
C29H67B3Br2F3N21O18S | the ωB97M-V functional and the def2-TZVPD basis

XYZ file:
```
144
C29H67B3Br2F3N21O18S (the ωB97M-V functional and the def2-TZVPD basis)
C -2.60 -3.55 -0.33
C -1.95 -2.93 0.65
C -1.19 -1.98 1.68
C 0.45 -2.20 1.76
B 0.53 -3.73 1.20
N 0.26 -4.90 2.16
O 0.81 -4.16 -0.15
O 0.59 -2.38 3.22
S 2.04 -2.01 3.88
O 3.05 -3.04 3.35
O 1.98 -2.43 5.35
C 2.36 -0.23 3.53
B 4.01 0.04 3.44
O 5.04 -0.97 3.57
O 4.59 1.39 3.32
C 5.75 1.37 2.42
C 6.17 2.91 2.05
C 1.97 0.66 4.82
Br 0.28 0.20 5.80
C 3.04 0.93 5.98
C 3.59 -0.27 6.87
Br 1.91 1.98 7.34
C 1.56 0.24 2.13
C 2.16 1.56 1.50
C 1.49 2.46 0.39
C 2.47 3.63 -0.27
N 0.27 2.51 -0.11
O 0.23 0.46 2.60
C -0.39 1.66 2.78
N -0.71 2.86 2.83
C 1.37 -1.06 1.10
C 0.54 -0.67 -0.26
C 1.26 -0.09 -1.55
C 1.51 -1.11 -2.78
F 0.45 -0.98 -3.78
F 2.72 -0.66 -3.49
F 1.57 -2.49 -2.44
B 2.82 -1.55 0.48
O 3.39 -2.87 0.40
O 3.87 -0.61 0.03
C 4.75 -1.20 -0.97
H -3.44 -3.96 -1.01
H -1.53 -0.91 1.47
H -1.70 -2.24 2.70
H 1.07 -4.92 2.83
H -0.62 -4.75 2.68
H 1.29 -5.02 -0.18
H 5.55 -0.72 4.39
H 5.55 0.80 1.43
H 6.70 0.90 2.88
H 5.32 3.66 2.25
H 6.56 2.93 0.96
H 7.09 3.17 2.72
H 1.77 1.74 4.41
H 3.85 1.74 5.76
H 4.42 0.14 7.58
H 2.74 -0.64 7.58
H 4.05 -1.16 6.28
H 2.28 2.30 2.41
H 3.27 1.51 1.14
H 1.92 4.65 -0.27
H 2.80 3.31 -1.34
H 3.41 3.74 0.37
H 0.21 3.25 -0.84
H -0.29 0.06 0.07
H -0.03 -1.59 -0.71
H 2.18 0.58 -1.43
H 0.47 0.65 -2.02
H 4.13 -3.01 1.04
H 4.23 -1.78 -1.81
H 5.29 -0.31 -1.50
H 5.61 -1.79 -0.45
C 2.55 -6.80 6.78
O 2.89 -7.97 6.91
N 1.62 -6.21 7.56
N 3.09 -5.99 5.83
H 1.34 -5.25 7.47
H 1.20 -6.78 8.28
H 3.79 -6.39 5.23
H 2.83 -5.02 5.71
C 4.53 1.35 -6.27
O 4.88 1.57 -5.11
N 3.48 0.56 -6.57
N 5.16 1.90 -7.33
H 3.18 0.37 -7.51
H 2.98 0.13 -5.81
H 5.95 2.50 -7.14
H 4.88 1.74 -8.28
C 0.76 -0.59 -9.27
O 1.90 -0.18 -9.45
N 0.02 -0.24 -8.19
N 0.14 -1.41 -10.14
H -0.91 -0.56 -8.03
H 0.45 0.38 -7.52
H 0.66 -1.69 -10.96
H -0.80 -1.76 -10.01
C 8.53 0.06 -7.20
O 8.44 1.26 -7.43
N 7.79 -0.56 -6.25
N 9.39 -0.75 -7.87
H 7.86 -1.54 -6.04
H 7.14 0.02 -5.73
H 9.96 -0.32 -8.58
H 9.48 -1.73 -7.69
C -4.03 5.04 0.62
O -4.88 4.57 -0.12
N -4.00 6.36 0.95
N -3.06 4.29 1.18
H -3.31 6.76 1.56
H -4.71 6.95 0.55
H -3.05 3.31 0.96
H -2.35 4.66 1.79
C -5.69 -6.37 -1.65
O -5.05 -5.40 -2.02
N -5.80 -6.72 -0.34
N -6.34 -7.19 -2.50
H -6.31 -7.51 -0.02
H -5.32 -6.13 0.33
H -6.29 -6.96 -3.49
H -6.87 -7.99 -2.22
C -8.69 4.91 -0.28
O -8.68 4.16 -1.25
N -7.57 5.46 0.23
N -9.84 5.26 0.35
H -7.56 6.08 1.02
H -6.69 5.23 -0.21
H -10.70 4.87 0.00
H -9.87 5.88 1.15
C -11.96 5.39 3.11
O -10.83 5.82 2.93
N -12.71 5.73 4.18
N -12.56 4.54 2.25
H -13.64 5.39 4.35
H -12.29 6.36 4.85
H -12.04 4.26 1.43
H -13.49 4.17 2.38
C -4.26 0.20 -1.18
O -3.34 0.77 -0.61
N -4.17 -1.09 -1.59
N -5.44 0.79 -1.44
H -4.91 -1.58 -2.05
H -3.30 -1.57 -1.41
H -5.55 1.76 -1.15
H -6.21 0.34 -1.91
```

Summary:
E ... -9569.94808 Ha
Highest occupied orbital energy ... -8.94 eV
Max |F| ... 8.55 eV/Å
Frontier orbital gap ... 8.4 eV